(1)
This record from the OMol25 dataset describes a gas-phase ion, C5H7IN3O2 (charge +1) at a distorted geometry. The level of theory is ωB97M-V/def2-TZVPD.

Computed properties:
* orbital gap (alpha / beta): 7.1 / 7.1 eV
* relative energy (zero: lowest compared OMol25 entry of this formula, charge and spin): 50.3 kcal/mol
* LUMO (alpha / beta): -6.4 / -6.4 eV
* DFT total energy: -806.66359 hartree
* charge: +1

The geometry in XYZ format:
```
18
C5H7IN3O2 | the OMol25 dataset | ωB97M-V/def2-TZVPD
C -3.3996 -0.2684 -0.0572
C -2.7910 -1.4132 0.0905
C -0.5836 -0.6282 0.0584
C -0.4872 1.7783 -0.3191
C 0.9189 -0.9510 0.0728
N -1.0317 0.5199 -0.1540
N -1.4147 -1.6323 0.1319
N -3.6142 -2.7275 0.0191
O -4.7528 -2.6648 -0.1457
O -2.9357 -3.7026 0.1006
I -4.9588 0.9390 -0.0316
H -1.2815 2.4657 0.0611
H -0.3540 1.8344 -1.3565
H 0.3631 1.9027 0.3030
H 1.2123 -1.2443 1.1203
H 1.3762 -0.0613 -0.1668
H 1.2756 -1.8272 -0.5944
H -1.0526 -2.6649 0.2216
```



(2)
This record from the OMol25 dataset describes a molecular structure, C32H32HfN3O4P2S at a distorted geometry. The level of theory is ωB97M-V/def2-TZVPD.

Computed properties:
* orbital gap: 8.5 eV
* relative energy (zero: lowest compared OMol25 entry of this formula, charge and spin): 9.3 kcal/mol
* LUMO: -8.2 eV
* DFT total energy: -2832.13590 hartree
* charge: +3

The geometry in XYZ format:
```
75
C32H32HfN3O4P2S | the OMol25 dataset | ωB97M-V/def2-TZVPD
Hf -0.4675 1.1793 -0.7459
O -0.4464 1.2878 1.2087
P 0.2058 0.2328 2.1152
C 2.0011 0.2129 1.6917
P 2.2952 0.2859 -0.1196
O 1.4944 1.4497 -0.7165
C 1.5520 -1.2275 -0.7990
C 2.0687 -2.4650 -0.4123
C 1.6062 -3.6268 -1.0065
C 0.6138 -3.5609 -1.9753
C 0.1024 -2.3344 -2.3739
C 0.5839 -1.1581 -1.8081
C 4.0556 0.3488 -0.4509
C 4.4629 0.4746 -1.7788
C 5.8128 0.4670 -2.0772
C 6.7488 0.3285 -1.0616
C 6.3390 0.1857 0.2553
C 4.9918 0.1880 0.5684
C -0.6161 -1.3261 1.7362
C 0.0012 -2.5706 1.8278
C -0.7547 -3.7222 1.6873
C -2.1287 -3.6347 1.5162
C -2.7562 -2.3956 1.4749
C -2.0036 -1.2381 1.5820
C 0.1134 0.6055 3.8633
C 0.7862 1.7352 4.3286
C 0.8820 1.9559 5.6885
C 0.3054 1.0586 6.5774
C -0.3958 -0.0438 6.1113
C -0.4903 -0.2819 4.7513
H 2.4841 -0.6595 2.1325
H 2.4437 1.1093 2.1458
H 2.8538 -2.5069 0.3304
H 2.0337 -4.5789 -0.7310
H 0.2757 -4.4649 -2.4554
H -0.6303 -2.2903 -3.1657
H 0.3229 -0.1907 -2.2597
H 3.7197 0.5858 -2.5577
H 6.1385 0.5628 -3.1003
H 7.8011 0.3297 -1.2963
H 7.0676 0.0681 1.0407
H 4.6806 0.0779 1.5961
H 1.0581 -2.6430 2.0385
H -0.2758 -4.6880 1.7458
H -2.7137 -4.5387 1.4596
H -3.8327 -2.3316 1.4066
H -2.4791 -0.2619 1.6135
H 1.2148 2.4349 3.6241
H 1.4148 2.8176 6.0573
H 0.3992 1.2236 7.6388
H -0.8573 -0.7259 6.8083
H -1.0242 -1.1449 4.3794
O -0.7302 1.6825 -2.6364
N -1.3455 2.8155 -3.0597
C -1.4655 3.0370 -4.3825
C -2.0977 4.1620 -4.8483
C -2.6129 5.0890 -3.9394
C -2.4691 4.8528 -2.5893
C -1.8281 3.6906 -2.1433
S -1.6688 3.3059 -0.4558
H -1.0421 2.2843 -5.0299
H -2.1819 4.3177 -5.9107
H -3.1187 5.9742 -4.2925
H -2.8336 5.5395 -1.8403
C -5.0198 -1.7121 -2.1443
N -3.6846 -1.3701 -1.6911
C -3.2219 -0.1682 -1.3881
N -3.9841 0.9206 -1.5159
O -2.0056 -0.0712 -0.9665
H -5.1487 -2.7873 -2.0596
H -5.1585 -1.4368 -3.1898
H -5.7823 -1.2324 -1.5310
H -3.0283 -2.1318 -1.5893
H -4.9608 0.8310 -1.7587
H -3.6697 1.8123 -1.1476
```



(3)
This record from the OMol25 dataset describes a molecular structure, C21H46NO13V at a distorted geometry. The level of theory is ωB97M-V/def2-TZVPD.

Computed properties:
* orbital gap (alpha / beta): 7.7 / 7.8 eV
* 2S+1: 3
* LUMO (alpha / beta): 0.2 / 0.3 eV
* DFT total energy: -2804.57751 hartree
* <S²>: 2.01

The geometry in XYZ format:
```
82
C21H46NO13V | the OMol25 dataset | ωB97M-V/def2-TZVPD
V -16.7028 8.9538 -10.0286
C -16.9261 13.1017 -9.9234
C -16.9603 11.6371 -9.9704
O -16.0183 10.9563 -10.4128
O -17.7240 10.9389 -9.3066
H -17.6808 13.5070 -9.2494
H -17.2655 13.3982 -10.9159
H -15.9027 13.4135 -9.7147
C -20.4337 8.9348 -11.5583
C -18.9783 8.5868 -11.1555
O -18.7318 8.0943 -10.0549
O -18.0441 9.0839 -11.7804
H -20.2156 9.9382 -11.9238
H -21.1035 8.9871 -10.7000
H -20.6535 8.2081 -12.3404
C -14.0568 6.2782 -11.5761
C -15.0825 7.2388 -10.9134
O -15.8551 6.9431 -9.9955
O -15.1189 8.4040 -11.2814
H -13.7404 6.9447 -12.3784
H -14.5045 5.3375 -11.8967
H -13.2080 6.0096 -10.9473
C -20.7818 9.7077 -6.4442
C -20.1184 11.0549 -6.6892
O -18.7156 11.2267 -6.4690
O -20.1026 8.7645 -7.2795
H -21.8153 9.7235 -6.7905
H -20.6507 9.4005 -5.4067
H -20.6075 11.6275 -5.9011
H -20.2040 11.5120 -7.6750
H -18.2158 11.0878 -7.2768
H -20.7871 8.4700 -7.8847
C -16.3861 7.9850 -7.0957
C -15.0762 8.8089 -7.1014
O -14.5729 9.0487 -8.3660
O -17.3357 8.6414 -7.9723
H -16.9191 7.8978 -6.1489
H -16.1516 6.9799 -7.4464
H -14.2928 8.4162 -6.4533
H -15.3458 9.7680 -6.6592
H -13.6864 8.6874 -8.2933
H -18.2231 8.6694 -7.6071
C -19.1352 4.2023 -9.1775
C -19.3537 4.4949 -7.7589
O -18.5220 5.5662 -7.2170
O -19.8810 5.0437 -10.0624
H -19.2540 3.1915 -9.5677
H -18.0671 4.3184 -9.3614
H -19.0530 3.6449 -7.1465
H -20.3855 4.6711 -7.4550
H -18.9230 5.7159 -6.3578
H -19.4303 5.8738 -10.2341
C -15.8235 11.8635 -18.2298
C -15.5801 12.8668 -16.9114
C -16.8912 13.2855 -16.2836
C -17.5605 12.0524 -15.4242
C -16.6239 11.7592 -14.3668
C -15.2392 11.3002 -14.8731
N -14.7343 12.1533 -16.0076
O -13.4455 11.7542 -16.4329
C -14.2764 11.5610 -13.6788
C -15.1910 9.7440 -15.1282
C -14.8043 14.0726 -17.5438
H -16.5159 11.0312 -18.1032
H -14.9659 11.2726 -18.5514
H -16.2245 12.4034 -19.0876
H -16.9407 14.2936 -15.8719
H -17.6531 13.3330 -17.0616
H -17.7319 11.1172 -15.9572
H -18.5122 12.4440 -15.0649
H -17.0513 11.1386 -13.5792
H -16.6367 12.6623 -13.7567
H -14.4222 12.5985 -13.3780
H -14.5740 11.0896 -12.7422
H -13.2433 11.2770 -13.8795
H -15.6574 9.5010 -16.0829
H -14.1976 9.3378 -15.3187
H -15.8393 9.1596 -14.4753
H -15.5213 14.7101 -18.0611
H -14.0075 13.6155 -18.1305
H -14.1740 14.6099 -16.8353
H -12.8307 12.3134 -15.9524
```



(4)
This record from the OMol25 dataset describes a molecular structure, C27H33N5RuSSi. The level of theory is ωB97M-V/def2-TZVPD.

Computed properties:
* orbital gap (alpha / beta): 7.0 / 6.6 eV
* 2S+1: 6
* LUMO (alpha / beta): -2.4 / -5.0 eV
* DFT total energy: -2104.73438 hartree
* charge: +1
* <S²>: 8.79

The geometry in XYZ format:
```
68
C27H33N5RuSSi | the OMol25 dataset | ωB97M-V/def2-TZVPD
Ru 0.2432 -0.4135 1.7039
C 1.2571 -4.5844 1.9957
C 1.4768 -3.1211 1.9662
N 0.5401 -2.2325 2.5845
N -0.0094 -2.6714 3.6927
C -0.6350 -1.6934 4.3914
N -1.2091 -2.1017 5.5222
S -0.6964 -0.0392 3.9365
C 2.5223 -2.4519 1.3078
C 3.5871 -3.1306 0.6716
C 4.5719 -2.4088 0.0420
C 4.5072 -1.0151 0.0397
C 3.4278 -0.4097 0.6628
N 2.4554 -1.0810 1.2673
H 0.5781 -4.8459 2.8025
H 2.1939 -5.1227 2.1422
H 0.8186 -4.9355 1.0551
H -1.1087 -3.0638 5.8048
H -1.7059 -1.4580 6.1129
H 3.6262 -4.2100 0.6918
H 5.3924 -2.9196 -0.4439
H 5.2630 -0.4107 -0.4400
H 3.3352 0.6703 0.6651
C -0.5126 -1.2975 0.0013
Si -0.7334 0.0856 -1.2494
C 0.1536 1.5626 -0.4457
N -0.0639 1.6306 1.0380
C -1.4624 2.1260 1.3422
C -1.4844 3.5206 1.9517
C -0.5868 4.4571 1.1534
C 0.8729 3.9667 1.1965
C 0.9583 2.5172 1.6630
C -2.5203 0.4590 -1.6175
C -2.9231 1.7267 -2.0472
C -4.2405 1.9832 -2.3943
C -5.1838 0.9670 -2.3200
C -4.8058 -0.3001 -1.9038
C -3.4848 -0.5493 -1.5565
C 0.1849 -0.2842 -2.8282
C -0.4753 -0.3872 -4.0532
C 0.2172 -0.7079 -5.2135
C 1.5839 -0.9346 -5.1655
C 2.2597 -0.8424 -3.9555
C 1.5638 -0.5209 -2.8018
H 0.2199 -2.0244 -0.3616
H -1.4288 -1.8281 0.2704
H -0.0814 2.5244 -0.9140
H 1.2256 1.3987 -0.6023
H -1.9594 1.4040 1.9894
H -2.0064 2.1380 0.3985
H -1.1802 3.4936 3.0011
H -2.5192 3.8663 1.9440
H -0.6595 5.4780 1.5253
H -0.9450 4.4819 0.1201
H 1.4611 4.5648 1.8943
H 1.3485 4.0804 0.2219
H 0.8204 2.4486 2.7433
H 1.9352 2.0855 1.4417
H -2.1978 2.5311 -2.1244
H -4.5300 2.9716 -2.7263
H -6.2131 1.1641 -2.5898
H -5.5384 -1.0947 -1.8509
H -3.2071 -1.5482 -1.2393
H -1.5436 -0.2111 -4.1067
H -0.3114 -0.7799 -6.1549
H 2.1238 -1.1839 -6.0697
H 3.3268 -1.0210 -3.9150
H 2.1114 -0.4671 -1.8639
```



(5)
This record from the OMol25 dataset describes 2 unconnected molecules or ions with the total composition C4H12 at a distorted geometry. The level of theory is ωB97M-V/def2-TZVPD.

Computed properties:
* orbital gap (alpha / beta): 10.8 / 3.4 eV
* 2S+1: 2
* relative energy (zero: lowest compared OMol25 entry of this formula, charge and spin): 12.5 kcal/mol
* LUMO (alpha / beta): -3.7 / -11.2 eV
* DFT total energy: -159.14989 hartree
* charge: +1
* <S²>: 0.75

The geometry in XYZ format:
```
16
C4H12 | the OMol25 dataset | ωB97M-V/def2-TZVPD
C -2.1615 -0.5681 -0.1024
C -2.0705 -1.3097 -1.4277
H -1.8274 -1.1337 0.7710
H -1.5727 0.3567 -0.0276
H -3.1786 -0.2160 0.0808
H -1.4621 -0.8387 -2.2015
H -1.5732 -2.2758 -1.2860
H -3.0499 -1.5694 -1.8178
C 2.1233 1.5723 0.4174
C 2.0561 0.2747 1.0455
H 1.3346 1.8571 -0.2704
H 2.2880 2.4636 1.0495
H 3.1424 1.4934 -0.1073
H 2.9595 -0.0359 1.6113
H 1.6115 -0.5212 0.4765
H 1.5042 0.5568 2.0354
```